Entry 1:
56
Properties=species:S:1:pos:R:3:forces:R:3 method="wB97M-V/def2-TZVPD" multiplicity=1 e_homo_ev=-2.512 homo_lumo_gap_ev=5.271 charge=-1
Ga 1.445984 0.319692 -2.415799 0.11 0.26 1.82
Cl 1.194148 -1.674980 -1.787670 -0.05 -2.03 1.04
Cl 2.055313 1.727125 -0.803011 0.10 0.30 -0.03
C 2.449853 0.462001 -4.027431 -0.16 1.06 0.09
H 3.045207 1.427906 -4.045110 -1.07 -1.07 -0.37
H 3.068501 -0.396951 -4.379377 -1.09 0.62 0.05
C -0.320664 0.954233 -3.339309 -1.41 -1.37 2.10
C 0.844262 0.566740 -4.413476 0.78 2.58 -1.74
H -0.551001 1.423111 -2.267937 1.71 -0.28 -2.40
C 0.420268 -0.576440 -5.317339 -0.14 -0.87 -0.64
H 0.624356 1.514014 -4.908766 1.12 -0.07 -1.39
C -0.777159 -0.266035 -6.223710 0.30 0.54 0.10
H 1.257092 -0.830414 -5.974874 0.19 0.11 0.15
H 0.175417 -1.515742 -4.786271 0.18 0.51 0.28
C -1.938052 0.171155 -5.340488 -0.11 0.97 0.04
H -0.525008 0.446456 -7.041738 0.00 0.18 0.87
H -1.033017 -1.140054 -6.805476 -0.23 -0.63 0.03
C -1.527820 1.197241 -4.217423 -0.82 0.30 -0.11
H -2.713144 0.660379 -5.970044 0.20 -0.29 0.38
H -2.378647 -0.715654 -4.882024 -0.01 -0.02 0.14
H -1.317380 2.173593 -4.725152 -0.26 -0.28 -0.35
H -2.468310 1.407595 -3.639575 0.90 -0.28 -0.17
C -1.007264 3.579726 4.525562 0.73 -0.08 -0.58
C 0.097110 3.695981 3.652671 -0.48 -0.25 0.24
C 0.421178 2.644207 2.790679 0.05 -0.01 -0.16
C -0.316530 1.440474 2.762911 -0.61 0.64 1.02
C -1.410588 1.331341 3.661570 0.82 0.59 -0.38
C -1.734723 2.395869 4.519500 -0.54 -0.43 0.22
P 0.203481 0.195071 1.514208 -0.37 -0.35 -0.08
C 1.589284 -0.597506 2.413198 0.76 -0.31 0.68
C 2.773986 -0.876197 1.694788 -0.40 0.01 0.98
C 3.909290 -1.351292 2.375371 0.04 0.05 -0.25
C 3.889575 -1.558706 3.759522 -0.26 0.02 -0.46
C 2.701686 -1.333843 4.457368 -0.70 0.01 0.31
C 1.543116 -0.872040 3.804348 1.41 -0.01 -0.94
C -1.105956 -1.077229 1.697820 -0.12 -0.26 0.13
C -0.840464 -2.407418 2.061026 -0.44 0.63 -0.15
C -1.873271 -3.334627 2.103383 -0.32 -0.65 0.06
C -3.181767 -3.009600 1.745033 0.23 0.83 -0.05
C -3.434587 -1.678124 1.360244 0.04 -0.39 0.16
C -2.416342 -0.722012 1.345308 -0.12 -0.51 0.06
H -1.271292 4.409038 5.185207 0.04 -0.30 -0.18
H 0.683978 4.619233 3.642529 -0.17 -0.36 -0.04
H 1.261373 2.753075 2.088952 -0.37 -0.01 0.32
H -2.000458 0.422138 3.671891 0.00 0.08 0.06
H -2.596004 2.278753 5.206257 0.59 0.09 -0.48
H 2.758667 -0.700328 0.625195 0.25 -0.01 0.06
H 4.830778 -1.544193 1.808400 -0.45 0.08 0.27
H 4.785567 -1.919449 4.278590 -0.40 0.19 -0.21
H 2.650486 -1.530472 5.539948 0.09 0.12 -0.56
H 0.630827 -0.696257 4.344917 -0.18 0.06 0.24
H 0.169634 -2.694498 2.317596 -0.03 -0.09 0.03
H -1.663202 -4.352388 2.435377 0.05 0.19 -0.14
H -3.993987 -3.751079 1.777100 0.51 0.40 -0.03
H -4.445863 -1.402235 1.078107 0.09 0.09 0.00
H -2.637896 0.309619 1.067444 0.02 -0.27 -0.03

=====

Entry 2:
115
Properties=species:S:1:pos:R:3:forces:R:3 method="wB97M-V/def2-TZVPD" multiplicity=1 e_homo_ev=-5.833 homo_lumo_gap_ev=7.989 charge=-1
O 1.441473 1.178229 1.477050 -0.15 -0.14 -0.04
S 1.290439 2.128490 0.376058 0.18 0.08 -0.07
O 1.452778 1.631312 -0.989532 0.08 -0.19 0.06
Al -0.647010 3.602777 0.526731 -0.34 0.46 0.01
C 2.872168 3.111459 0.609920 0.01 0.31 -0.07
F 3.926526 2.284894 0.601557 0.08 0.01 -0.14
F 3.064318 4.042919 -0.351579 -0.05 -0.30 0.25
F 2.876184 3.748341 1.791694 -0.02 0.04 -0.02
H -1.184715 3.615323 -0.971361 0.14 -0.03 -0.03
H -1.558570 2.837789 1.580028 0.10 -0.10 0.03
H -0.043539 5.014684 1.012691 0.12 -0.15 0.02
C 0.924565 -1.157668 -4.589590 0.08 0.07 0.00
C 0.130328 -0.595900 -5.768473 -0.03 -0.02 0.03
C -1.176216 -0.206316 -5.082631 0.03 0.03 -0.11
O -0.835459 0.165142 -3.757840 0.04 -0.02 0.02
C 0.521696 -0.206378 -3.468918 -0.10 -0.08 0.04
H 2.001835 -1.167205 -4.754907 -0.01 -0.01 -0.01
H 0.601029 -2.177432 -4.368203 -0.01 0.00 0.01
H 0.626972 0.289296 -6.170937 0.01 0.01 0.01
H -0.018875 -1.308106 -6.580507 0.01 0.00 0.00
H -1.871498 -1.056630 -5.067300 -0.01 0.01 0.04
H -1.682095 0.634767 -5.563342 0.00 -0.01 -0.02
H 1.150524 0.685568 -3.437768 -0.05 0.03 -0.02
H 0.544103 -0.651647 -2.475600 0.04 0.00 0.00
C -0.917764 0.096779 4.584640 -0.04 -0.04 0.02
C -1.951683 0.440928 5.658398 0.03 0.06 -0.04
C -2.787180 1.495822 4.936497 0.06 -0.08 0.05
O -2.767279 1.140948 3.561106 -0.14 -0.04 -0.01
C -1.755329 0.164874 3.313236 0.05 0.05 0.03
H -0.452518 -0.879685 4.725012 0.00 0.01 0.00
H -0.127965 0.848719 4.543716 0.00 0.01 0.01
H -2.566025 -0.428533 5.896839 -0.01 -0.02 0.00
H -1.510784 0.814319 6.583625 0.01 0.02 -0.01
H -2.356516 2.496390 5.063709 0.01 0.00 -0.03
H -3.826720 1.522567 5.271804 0.01 0.00 0.02
H -2.243418 -0.796031 3.104603 0.05 -0.01 -0.02
H -1.168719 0.470150 2.446674 -0.05 0.01 -0.02
C -4.855794 -4.634984 6.349045 0.05 0.01 0.01
C -3.820485 -4.605466 5.223375 -0.06 0.00 -0.02
C -3.794421 -3.122336 4.878996 0.08 -0.04 -0.02
O -4.063738 -2.430533 6.099613 -0.02 0.12 0.08
C -4.535931 -3.339140 7.087662 -0.03 -0.08 -0.05
H -4.777951 -5.512276 6.991037 0.00 0.00 -0.01
H -5.866261 -4.598777 5.936386 0.00 0.01 -0.01
H -2.845647 -4.929118 5.594140 0.00 0.01 0.02
H -4.069477 -5.233129 4.369559 0.01 0.02 0.04
H -4.562815 -2.870645 4.140789 -0.02 0.01 0.02
H -2.832037 -2.777868 4.497426 -0.01 -0.03 -0.01
H -3.755610 -3.503539 7.840262 0.02 0.02 -0.01
H -5.400122 -2.893226 7.583512 -0.01 -0.03 0.00
C -4.939417 0.877338 -3.236337 -0.04 0.02 0.05
C -3.843339 0.282155 -2.355480 0.12 -0.06 -0.12
C -3.122223 1.534178 -1.871030 -0.06 -0.10 0.05
O -4.135706 2.548554 -1.781654 -0.02 0.08 0.03
C -5.317691 2.116937 -2.431164 -0.01 -0.01 -0.11
H -5.782249 0.207899 -3.411412 0.01 -0.02 0.00
H -4.525802 1.165101 -4.206582 0.01 0.01 -0.01
H -4.282254 -0.262638 -1.516590 -0.03 0.02 0.02
H -3.171616 -0.388347 -2.891691 -0.01 0.03 0.06
H -2.344135 1.845329 -2.570966 -0.06 0.01 0.01
H -2.661325 1.417339 -0.890674 -0.03 0.02 0.00
H -6.089947 1.873995 -1.688840 0.03 0.00 0.03
H -5.693448 2.935531 -3.051906 -0.02 -0.01 -0.01
C 6.521894 4.610616 1.277920 -0.04 -0.06 0.01
C 7.841929 4.803213 2.022353 -0.01 0.02 -0.01
C 7.804816 6.299410 2.307759 0.03 -0.04 0.03
O 6.432767 6.644344 2.474117 -0.02 0.01 0.01
C 5.601928 5.560614 2.030343 -0.01 0.05 -0.04
H 6.153797 3.586224 1.289844 0.01 0.00 -0.01
H 6.625444 4.923445 0.236383 0.00 0.01 0.00
H 7.833436 4.237578 2.957296 -0.02 0.01 0.01
H 8.710838 4.500119 1.440925 0.01 0.00 0.00
H 8.227075 6.864978 1.467674 -0.02 0.01 0.00
H 8.345300 6.583127 3.213959 0.01 -0.01 -0.01
H 5.148664 5.069113 2.895859 0.03 0.01 0.03
H 4.799284 5.967484 1.416282 0.00 -0.01 -0.01
C 11.842584 1.994827 -1.137771 0.00 0.05 -0.02
C 10.656100 1.900798 -2.097504 -0.01 -0.03 0.04
C 9.504596 2.334883 -1.197999 0.00 0.02 -0.06
O 10.060810 3.273910 -0.276599 -0.02 0.08 0.05
C 11.483145 3.241978 -0.336857 0.03 -0.09 0.01
H 12.805243 2.083699 -1.640336 0.00 -0.01 0.00
H 11.873144 1.119541 -0.486084 -0.01 0.00 0.00
H 10.780058 2.602364 -2.924721 0.00 0.01 0.00
H 10.507919 0.904111 -2.511154 0.01 0.00 0.00
H 9.090682 1.484738 -0.646536 0.01 0.01 0.02
H 8.690635 2.822297 -1.735130 0.00 -0.02 -0.01
H 11.851195 4.146881 -0.833554 -0.03 0.01 -0.01
H 11.871438 3.228737 0.683006 0.02 -0.01 -0.01
C -1.579843 -8.669406 1.920012 -0.01 -0.02 0.05
C -0.413548 -8.116462 2.739284 0.00 0.04 -0.04
C -0.938289 -6.735620 3.114746 0.04 -0.03 0.03
O -2.354541 -6.873214 3.235600 -0.07 0.02 0.04
C -2.775623 -8.120636 2.690644 0.03 -0.01 -0.09
H -1.589422 -9.756750 1.852342 0.01 0.00 0.00
H -1.559130 -8.260838 0.908146 0.00 0.01 0.00
H -0.255681 -8.722539 3.633623 -0.01 0.00 0.01
H 0.523306 -8.068698 2.185848 0.00 -0.01 0.00
H -0.707702 -6.000668 2.337246 -0.02 0.00 -0.01
H -0.547486 -6.364795 4.063210 0.02 -0.01 -0.01
H -3.063632 -8.797842 3.502877 0.01 0.02 0.02
H -3.650900 -7.944955 2.063282 0.00 -0.02 -0.01
C -6.831317 0.210694 -8.220994 0.05 0.03 0.04
C -7.425359 1.147192 -7.168543 -0.02 -0.04 -0.01
C -7.745007 0.172971 -6.039935 0.05 0.10 0.02
O -6.769290 -0.862235 -6.123753 0.01 -0.12 0.06
C -6.044299 -0.759033 -7.345995 -0.04 0.01 -0.05
H -6.201566 0.719204 -8.950122 -0.01 0.00 0.00
H -7.625027 -0.314525 -8.756305 -0.01 -0.01 0.01
H -6.676681 1.870883 -6.841311 0.01 0.00 0.00
H -8.303851 1.692400 -7.511781 0.01 0.00 -0.01
H -8.743621 -0.262228 -6.158540 0.00 0.01 -0.01
H -7.680081 0.630869 -5.051669 -0.02 0.00 0.00
H -5.036975 -0.378704 -7.144640 0.00 0.01 0.03
H -5.954782 -1.757382 -7.777328 0.01 0.01 -0.02